Here is a structure of composition C40H62CsN9O7P2S2 from OMol25. Energies are from ωB97M-V/def2-TZVPD.

XYZ file:
```
123
Properties=species:S:1:pos:R:3:forces:R:3
Cs 0.143600 -0.584900 -0.012300 -1.2 2.9 1.0
S -1.673200 1.792400 -4.750700 0.3 1.4 0.6
S -1.760600 3.582100 0.200500 -0.7 1.8 -0.4
P 1.058300 -2.618900 -2.482300 0.4 -1.6 -1.0
P 3.286600 -2.159700 -0.845800 1.8 -0.5 -1.0
O -1.699900 -3.463200 1.511600 -0.1 -0.5 -0.1
O 0.825500 -1.191600 -2.259700 0.7 -0.2 -2.6
O -1.508900 0.383300 -4.377900 0.0 -1.2 0.1
O -1.133800 2.460500 -0.498400 0.7 -1.3 -0.4
O 2.577800 -3.051800 -2.016600 -0.4 0.5 0.3
O 2.368500 -1.756900 0.214500 1.2 -0.8 0.6
O -2.040300 -1.175400 4.200800 0.2 -0.1 0.1
N 1.812900 3.458200 2.107400 0.1 0.2 0.1
N 4.078800 -0.940800 -1.683100 -0.8 -0.5 0.3
N 0.941900 -0.047500 2.636700 -0.1 -0.2 0.6
N 0.112800 -3.674100 -1.637100 0.6 0.5 -0.5
N 4.538800 -3.105300 -0.301500 -0.7 0.4 -0.1
N -1.485100 -1.235400 1.996100 -0.7 0.0 0.3
N -2.615000 -1.001000 -0.656900 -0.3 -0.1 0.2
N 0.996900 -3.009600 -4.092100 -0.1 0.2 0.8
N 0.604000 3.023400 2.693700 -0.2 0.0 -0.2
C -2.357900 2.611100 -3.231000 0.2 -0.1 -0.6
C 1.387100 -4.322700 -4.539000 -0.1 -0.1 0.0
C -1.279500 3.137400 4.164900 0.3 0.0 -0.1
C -2.841300 4.884900 -2.177500 0.2 -0.1 -0.1
C 0.906800 -1.984600 -5.105100 0.0 0.3 0.0
C 4.320500 -3.960900 0.843800 -0.1 0.0 0.2
C 1.854900 -0.328500 5.249500 0.0 0.0 -0.1
C 5.562200 -3.561000 -1.213100 0.1 0.1 -0.1
C 2.709000 0.097400 4.241900 0.0 0.1 0.0
C 4.265900 0.259400 -0.892700 0.2 0.1 0.1
C -1.281800 -3.689300 -2.024100 -0.4 0.0 -0.1
C 0.636700 4.699200 -0.560000 -0.2 -0.3 -0.1
C 1.545700 5.729700 -0.732800 0.0 0.1 0.0
C -0.992500 6.279300 0.244900 0.0 0.0 0.0
C 0.136000 -0.488200 3.593400 0.2 -0.2 0.8
C 2.187700 0.246100 2.966000 0.3 0.1 0.2
C 0.544100 -0.611600 4.923400 0.0 0.1 0.0
C 2.082100 2.849700 -3.567600 0.0 -0.1 0.1
C 1.509900 4.195200 -5.474300 0.1 0.1 0.0
C -0.086500 7.309500 0.053500 -0.1 0.0 0.0
C 1.179500 7.033900 -0.439700 0.1 0.0 0.0
C -4.211300 -2.493000 0.312200 0.0 0.0 0.0
C -5.160800 -2.124000 -0.619500 0.1 0.0 0.0
C -2.953600 -1.886800 0.270500 -0.5 -0.4 0.1
C -1.947600 4.068300 -3.115500 -0.1 0.2 0.1
C 0.866700 2.191300 -3.651800 0.0 -0.1 0.1
C -0.633400 4.984500 -0.092000 -0.2 -0.2 0.3
C 1.032300 3.368700 5.066400 -0.2 0.0 -0.3
C 0.111900 3.711600 3.889600 0.0 0.4 0.3
C 0.289000 3.548100 -5.558900 0.0 -0.1 0.0
C 0.027300 5.245100 3.720600 0.1 -0.4 0.0
C -1.977700 -2.272600 1.355800 -0.2 0.2 0.4
C 0.513800 -4.819400 -0.856100 0.3 -0.2 0.4
C -3.170800 4.191300 -0.864800 0.4 0.1 0.4
C 2.397600 3.854400 -4.467400 0.1 0.1 -0.1
C -3.517800 -0.692600 -1.573100 -0.3 0.2 -0.4
C -1.239500 -1.022900 3.280100 -0.4 0.0 0.2
C -0.028200 2.565300 -4.636900 -0.5 -0.1 -0.3
C -4.804700 -1.201400 -1.592900 0.0 0.0 0.0
C 3.879200 -0.691000 -3.093100 0.0 0.0 -0.3
H 6.521600 -3.591600 -0.689800 0.0 0.0 -0.1
H 2.783900 2.584600 -2.791900 0.1 -0.1 0.1
H 5.630200 -2.858500 -2.040300 0.2 -0.1 -0.1
H -0.363000 8.326100 0.290200 0.0 0.1 0.1
H 1.767500 4.965200 -6.185200 0.0 0.1 -0.1
H 3.469200 -3.575700 1.400400 0.0 -0.1 0.2
H -0.918300 4.117400 -2.754800 0.0 0.0 -0.1
H -0.181100 -0.946600 5.651500 0.0 0.0 0.0
H 0.889100 3.669400 -0.776200 0.1 0.0 0.0
H -5.509800 -0.891600 -2.350100 0.0 0.0 -0.1
H 3.341500 4.372000 -4.386900 0.1 0.0 0.0
H -3.786900 5.105500 -2.682400 0.0 0.0 0.1
H -3.728200 4.866000 -0.217600 -0.1 0.0 0.1
H -3.766700 3.293200 -1.027600 0.0 -0.1 0.2
H -3.181200 -0.013300 -2.343100 0.0 0.1 -0.1
H -3.441400 2.498200 -3.311500 0.0 -0.1 -0.1
H 1.576200 -4.765200 -0.626100 0.0 -0.1 0.0
H 0.309100 -5.759100 -1.387300 0.0 0.1 0.0
H -1.991200 2.029500 -2.384700 0.0 -0.1 -0.1
H -0.635500 5.511500 2.898100 -0.1 0.0 -0.1
H 1.006300 5.680400 3.515600 0.1 0.0 0.1
H 4.123800 -4.997700 0.547900 0.0 0.0 0.0
H -1.226900 2.051500 4.198900 0.0 -0.1 0.1
H -1.529200 -2.743800 -2.502500 -0.2 0.0 0.0
H -0.048200 -4.820000 0.081900 0.0 0.0 0.0
H -0.416600 3.799800 -6.336600 -0.1 0.1 -0.1
H -1.900800 -3.810900 -1.133100 0.0 0.0 0.0
H -0.109900 3.015800 1.972000 0.2 -0.1 0.1
H 3.731300 -1.637200 -3.607000 0.0 0.0 -0.2
H 2.053000 3.703900 4.890600 0.1 0.1 0.0
H 1.865900 4.478300 2.037500 0.1 -0.2 0.1
H 5.345300 -4.561800 -1.603600 0.0 0.0 0.0
H -4.418600 -3.220400 1.084300 0.0 0.0 0.0
H -1.971500 3.417000 3.373800 -0.2 0.1 -0.1
H 5.153100 0.789400 -1.250900 -0.1 0.0 0.1
H 4.417300 -0.038500 0.142700 0.1 0.2 0.1
H 1.414600 -4.993600 -3.681300 0.0 -0.2 -0.1
H -2.350100 5.842400 -1.979700 -0.1 -0.1 0.0
H 0.604500 1.397400 -2.968600 0.0 -0.2 0.2
H -1.976400 4.541600 -4.101400 0.1 0.1 0.0
H 3.398800 0.928700 -0.940400 0.0 0.0 0.0
H 2.379600 -4.308200 -5.005300 0.0 0.0 0.0
H 0.671600 3.846900 5.973500 0.0 0.1 0.1
H -1.968200 6.477300 0.662700 -0.2 0.1 0.0
H 1.040500 2.292200 5.211100 0.0 -0.1 0.0
H 0.516300 -1.082300 -4.639700 0.0 0.1 -0.2
H -6.156800 -2.546800 -0.594700 0.0 0.0 0.0
H 3.012300 -0.051700 -3.287800 0.0 0.0 0.0
H 2.540900 5.512000 -1.090400 0.1 0.0 -0.1
H -1.498500 -4.511900 -2.718600 0.1 0.0 0.0
H -1.663200 3.503000 5.114200 -0.1 0.1 0.1
H 0.664800 -4.698600 -5.270900 0.1 -0.1 0.1
H 1.882100 -1.774800 -5.561100 0.0 0.0 0.0
H 5.207800 -3.946000 1.481800 0.0 0.0 0.0
H 2.585000 3.129000 2.680500 -0.1 0.1 -0.1
H 4.773800 -0.207800 -3.498300 0.0 0.0 0.0
H 2.806900 0.612600 2.158700 0.2 0.0 -0.1
H 2.209600 -0.447400 6.263600 0.0 0.0 0.1
H 3.749300 0.311900 4.448200 0.0 0.0 -0.1
H -0.353600 5.697900 4.632800 0.0 0.1 0.1
H 0.213700 -2.305200 -5.887100 0.0 0.0 0.0
H 1.886200 7.837900 -0.580000 0.1 0.1 0.0
```
Positions in Å, forces in eV/Å.

Calculated total energy = -4080.2232 a.u.
E_LUMO = 0.11 eV
Frontier orbital gap = 7.47 eV
Strongest force on any atom = 3.28 eV Å⁻¹

These are the Mulliken partial charges, in e, on atoms 1 to 99: Cs 2.3963; S -0.0550; S 0.4340; P -1.4246; P -0.3496; O -0.8205; O 0.3570; O -0.3268; O -0.6581; O -0.5550; O 0.0873; O -0.7949; N -0.5994; N 0.4569; N 1.0997; N 0.7354; N 0.3141; N 0.1168; N 0.8901; N 0.5710; N 1.0202; C 0.0502; C -1.0766; C -1.4427; C -1.2441; C -0.6558; C -0.9670; C -0.7396; C -0.9975; C -0.9334; C -1.0586; C -1.1140; C -0.5948; C -0.8126; C -1.0326; C 0.5174; C -0.8345; C -0.6083; C -0.4403; C -0.6940; C -0.7454; C -0.7723; C -0.8791; C -0.6294; C 0.4342; C -0.2410; C -0.3819; C 1.0912; C -1.6645; C 1.7242; C -0.2523; C -1.6863; C -0.4275; C -0.6518; C -0.9806; C -0.7649; C -0.0598; C -0.9634; C -0.1134; C -1.0560; C -1.0318; H 0.3584; H 0.5135; H 0.2073; H 0.4657; H 0.4016; H 0.1740; H -0.1385; H 0.5242; H 0.7650; H 0.4846; H 0.4464; H 0.4729; H 0.5750; H 0.6331; H 0.3462; H 0.7827; H 0.0752; H 0.3181; H -0.2245; H 0.1830; H 0.3783; H 0.3080; H 0.2440; H 0.1574; H 0.1728; H 0.4892; H 0.4327; H -0.6157; H 0.3957; H 0.3541; H 0.1371; H 0.2857; H 0.5335; H 0.2280; H 0.3934; H 0.4519; H 0.2643; H 0.3621

=====

Here is a cluster of 2 separate species, C2H10NS in total from OMol25. Energies are from ωB97M-V/def2-TZVPD.

XYZ file:
```
14
Properties=species:S:1:pos:R:3:forces:R:3
S -0.796987 0.984551 -0.246033 0.9 0.6 -0.2
N -1.881382 -1.633162 1.327596 0.9 2.5 -0.4
C 1.658960 0.694347 -1.603951 0.9 -0.6 0.1
C 1.056185 0.729261 -0.207361 -0.6 0.9 -0.3
H -1.586876 -1.831832 2.289868 -0.5 -1.3 -0.1
H -2.276952 -2.283562 0.647652 0.0 -1.0 0.7
H 1.660950 1.657164 -2.105368 -0.7 -0.1 -0.2
H 1.444303 1.585714 0.338192 0.0 -0.3 0.5
H -1.034596 -1.199944 0.896339 -0.7 -0.7 0.2
H 1.129332 -0.237559 0.299342 0.3 0.1 0.1
H -0.896886 2.061536 0.584687 0.0 -0.1 -0.2
H 1.342576 -0.180110 -2.160579 -0.4 0.3 -0.5
H 2.731953 0.510873 -1.471812 0.0 -0.1 0.4
H -2.550580 -0.857278 1.411425 -0.2 -0.2 0.0
```
Positions in Å, forces in eV/Å.

Calculated total energy = -534.3730 a.u.
E_LUMO (spin up / spin down) = -8.37 / -13.47 eV
Spin multiplicity = 2
Total charge = +2
Frontier orbital gap (spin up / spin down) = 12.42 / 7.22 eV
Strongest force on any atom = 2.67 eV Å⁻¹

Charges obtained by Mulliken population analysis, quoted in units of e: S 0.1386; N -0.4197; C -1.1236; C -0.2944; H 0.4105; H 0.4001; H 0.3944; H 0.4134; H 0.1772; H 0.3661; H 0.3554; H 0.3837; H 0.3512; H 0.4471